[1]
59
Properties=species:S:1:pos:R:3:forces:R:3:mulliken_charge:R:1 method="wB97M-V/def2-TZVPD" e_lumo_ev=-8.73 charge=+2 homo_lumo_gap_ev=5.9237 homo_energy_ev=-14.65 de_lowest_kcal_mol=0.0
H 1.92898 -2.62538 1.14039 0.0 0.0 0.0 0.564
C 0.37435 1.78194 0.16290 0.0 0.1 0.0 -0.583
C -1.74915 0.22612 3.18025 0.0 0.1 0.0 0.117
H -1.12151 -2.14850 3.77271 0.0 0.0 0.0 0.360
C 0.52852 -3.42039 4.23951 0.0 0.0 0.0 -0.860
H 2.57407 1.00655 3.99486 0.0 0.0 0.0 0.448
Cl -2.11656 2.85994 0.12374 0.0 0.0 0.0 -0.073
H -3.39471 0.85688 6.07180 0.0 0.0 0.0 0.486
C 0.69377 1.77684 3.23452 0.0 0.0 0.0 0.806
C 1.73354 1.90484 0.04162 0.0 -0.1 0.0 1.695
C -0.71637 -4.16764 -1.11608 0.0 0.0 0.0 -1.008
C 0.23782 4.13334 -0.25386 0.0 0.0 0.0 0.049
Cl 2.51003 0.31462 0.20682 0.0 0.0 0.0 -0.095
C 2.16607 -1.39093 3.25502 0.0 0.0 0.0 -0.986
H -0.22980 5.03757 3.35634 0.0 0.0 0.0 0.482
H 0.38394 -6.00575 -0.97714 0.0 0.0 0.0 0.443
C 1.65766 4.25263 4.02654 0.0 0.0 0.0 -0.649
C -4.00686 -0.58366 3.06514 0.0 0.0 0.0 -0.624
H 2.81454 -0.63528 2.83766 0.0 0.0 0.0 0.425
C 1.29753 -4.41264 0.14285 0.0 0.0 0.0 -1.059
H -5.20719 -0.26011 4.80818 0.0 0.0 0.0 0.460
H 3.41556 3.19606 4.66139 0.0 0.0 0.0 0.512
C -3.22054 0.50179 5.06532 0.0 0.0 0.0 -0.862
Pd 0.14025 -0.19062 0.38080 0.0 0.3 0.5 -1.118
H -1.49416 -4.55108 -1.76046 0.0 0.0 0.0 0.446
C -2.62311 -0.85308 1.03896 0.0 0.0 0.2 0.039
H 3.80114 -2.66819 3.76029 0.0 0.0 0.0 0.470
O -1.77687 -0.12970 0.28967 0.0 -0.3 -0.3 -0.466
C -0.04546 -2.25690 3.75607 0.0 0.0 0.0 -0.603
C -1.97352 0.67589 4.48643 0.0 0.0 0.0 -0.701
H 2.13383 -4.99609 0.50068 0.0 0.0 0.0 0.463
C 1.18903 -3.08724 0.50060 0.0 0.0 0.0 -0.083
H 2.03591 5.21787 4.33653 0.0 0.0 0.0 0.469
H -1.09385 2.85181 2.65338 0.0 0.0 0.0 0.722
C -0.10047 2.92467 3.07766 0.0 0.0 0.0 -0.709
C 0.38456 4.15497 3.47370 0.0 0.0 0.0 -0.946
C 2.43950 3.11736 4.20280 0.0 0.0 0.0 -0.927
H -4.78924 -1.07006 2.49865 0.0 0.0 0.0 0.576
C 1.63498 4.21906 -0.33380 0.0 0.0 0.0 0.597
C 1.96665 1.87787 3.81054 0.0 0.0 0.0 -0.361
C -4.23322 -0.12762 4.35671 0.0 0.0 0.0 -0.696
H -1.18254 1.14656 5.05630 0.0 0.0 0.0 0.578
C 1.90913 -3.56349 4.25097 0.0 0.0 0.0 -0.648
C -2.77106 -0.40157 2.46268 0.1 0.0 0.0 0.527
Cl -0.69401 5.55284 -0.42257 0.0 0.0 0.0 -0.116
O -3.31491 -1.71441 0.57440 0.0 0.1 -0.1 -0.557
Cl 4.12203 3.07704 -0.30478 0.0 0.0 0.0 -0.146
C 0.77277 -1.22477 3.27526 0.0 0.0 0.0 1.207
C -0.40901 2.90834 -0.00866 0.0 0.0 0.0 0.495
H -0.10505 -4.20992 4.61984 0.0 0.0 0.0 0.511
C -0.75984 -2.84462 -0.71830 0.0 0.0 0.0 -0.191
H 2.35431 -4.46803 4.64390 0.0 0.0 0.0 0.454
Cl 2.39984 5.71710 -0.59840 0.0 0.0 0.0 -0.122
P -0.03542 0.25534 2.70434 0.1 -0.1 -0.2 3.104
C 2.42301 3.06886 -0.19608 0.0 0.0 0.0 -0.317
N 0.17419 -2.31045 0.08690 -0.1 -0.1 -0.1 0.297
C 0.32521 -4.96735 -0.67978 0.0 0.0 0.0 -0.143
H -1.56277 -2.19520 -1.03607 0.0 0.0 0.0 0.744
C 2.72590 -2.55032 3.75719 0.0 0.0 0.0 -0.895

***

[2]
20
Properties=species:S:1:pos:R:3:forces:R:3:mulliken_charge:R:1 method="wB97M-V/def2-TZVPD" spin_multiplicity=3 e_lumo_ev="0.72 / -1.80" homo_lumo_gap_ev="7.2001 / 7.1457" homo_energy_ev="-6.48 / -8.94" de_lowest_kcal_mol=28.4 s_squared=2.031
C -0.27377 0.77767 0.74173 -2.9 2.3 0.4 0.011
C -1.24657 -2.24288 -1.11092 0.5 -0.9 0.3 -0.799
C 1.84169 0.11977 -0.53522 2.2 1.4 -0.9 -0.353
C 1.84390 -1.10400 0.01583 -2.5 -3.6 0.1 0.202
H -0.76157 -2.49207 -2.10204 -1.1 0.1 0.8 0.253
C -0.34196 2.31206 0.40523 -0.6 -1.9 -0.9 -0.464
H -2.38912 1.46812 0.59736 -0.8 -0.3 -0.5 0.278
Cl 3.15592 -1.96146 0.79208 -0.2 0.9 -0.3 -0.151
N -0.34721 -1.31578 -0.46279 -0.6 -1.4 -0.3 1.127
N 0.73062 -1.97425 -0.05180 3.8 2.0 1.1 -0.769
H -1.02068 -3.12183 -0.39999 -1.5 0.6 -1.5 0.280
H 0.28190 2.94983 0.99290 0.4 0.2 0.2 0.283
H -2.29700 -1.82694 -1.16657 1.4 -0.8 0.1 0.317
Br 3.43337 1.09653 -0.48542 0.6 0.4 0.3 -0.092
H -1.65302 1.86929 2.16801 0.0 0.4 1.2 0.266
H 0.32925 0.60257 1.56998 1.3 -1.1 1.0 0.552
C -1.51125 1.63285 1.15737 2.1 0.6 -1.9 -0.842
N -0.66839 -0.07269 -0.28718 -1.0 2.6 -0.9 -0.891
H -0.30126 2.52469 -0.70721 -0.7 -0.2 1.6 0.272
H 1.19516 0.75853 -1.13136 -0.4 -1.3 0.2 0.523

***

[3]
13
Properties=species:S:1:pos:R:3:forces:R:3:mulliken_charge:R:1 method="wB97M-V/def2-TZVPD" e_lumo_ev=-1.27 homo_lumo_gap_ev=7.7145 homo_energy_ev=-8.99 de_lowest_kcal_mol=95.4
C 2.35398 2.44575 -0.19243 -2.2 -2.8 1.9 0.263
H -4.51359 1.49342 -0.39701 -0.4 0.3 0.2 0.335
H 2.94930 3.17493 -0.65918 0.4 0.4 -0.3 0.414
Si 0.36449 0.33896 0.83712 -1.2 0.5 -2.8 0.538
O 0.00089 -2.14298 0.54623 -1.4 2.0 0.8 -0.453
H -0.07917 -0.29968 2.05993 0.3 0.6 0.7 -0.027
C 0.59471 -1.19011 -0.32434 2.6 -0.8 1.4 -0.408
H 0.26417 -3.00435 0.37921 0.8 -2.5 -0.7 0.275
C 1.66392 1.58935 0.37875 0.6 1.8 -0.8 -0.689
H 1.76843 -1.51046 -0.36465 -2.4 1.4 -0.3 0.294
H 0.15826 -1.23186 -1.30933 0.0 0.4 -0.4 0.323
C -2.39805 1.40038 0.20662 6.9 -1.3 1.5 -0.816
C -3.54906 1.54217 0.03492 -3.9 0.1 -1.2 -0.050

***

[4]
43
Properties=species:S:1:pos:R:3:forces:R:3:mulliken_charge:R:1 method="wB97M-V/def2-TZVPD" e_lumo_ev=-0.48 homo_lumo_gap_ev=4.2121 homo_energy_ev=-4.69 de_lowest_kcal_mol=8.4
H 3.60308 -22.74635 -21.33568 -0.1 0.4 0.0 0.386
H 11.22658 -19.77708 -21.55736 0.2 0.1 -0.5 0.287
C 4.88940 -20.98138 -21.63017 -1.3 -0.8 0.2 -1.200
C 12.01883 -20.96836 -20.00109 1.5 0.0 1.4 -0.503
H 6.77136 -24.33517 -24.93238 0.0 0.0 0.0 0.393
H 12.09021 -20.40576 -19.06685 -0.3 0.4 -0.3 0.379
O 12.64334 -21.17486 -22.21003 0.5 0.4 -0.1 -0.445
H 12.92253 -19.35352 -21.21264 0.1 -0.1 0.2 0.266
H 8.26155 -20.64076 -21.05575 -0.1 0.3 -0.1 0.135
H 4.64841 -20.60782 -20.62846 0.4 0.4 -0.1 0.442
C 12.20631 -20.17253 -21.27002 -1.1 -0.6 0.2 -0.383
H 5.57921 -23.09233 -25.32790 0.0 0.0 0.0 0.355
H 7.32610 -18.71960 -22.45781 0.2 -0.3 -0.3 0.251
H 7.27237 -22.66433 -25.32178 0.2 0.0 0.2 0.380
N 6.67903 -21.50378 -23.18991 -0.2 0.9 -1.5 0.310
H 6.85024 -20.08651 -20.08341 0.3 0.0 0.1 0.477
H 13.16583 -22.70349 -19.36247 0.3 -0.1 -0.1 0.352
H 7.19012 -21.80255 -20.35575 -0.4 0.0 0.0 0.319
H 5.21189 -22.90593 -20.74133 0.2 -0.2 -0.3 0.281
H 7.64980 -23.37059 -21.57040 0.4 0.1 -0.1 0.199
H 5.89509 -19.07771 -23.49441 0.4 -0.2 -0.2 0.449
H 14.14847 -21.25400 -19.77946 0.1 -0.1 0.2 0.292
C 6.52797 -23.27597 -24.81619 -0.2 -0.1 -0.8 -1.830
H 11.11596 -21.57192 -19.93502 -0.2 0.1 -0.5 0.224
H 8.17338 -24.18694 -23.12823 0.4 0.3 0.3 0.370
H 5.69601 -18.62000 -21.85611 0.2 -0.2 0.2 0.426
O 7.90727 -21.11933 -23.72592 1.4 -0.3 0.2 -0.884
H 4.25764 -22.86648 -23.69490 0.1 0.5 0.1 0.334
C 4.63930 -22.48746 -21.57748 -0.1 0.3 -0.2 -0.761
H 6.80822 -24.74367 -22.24370 0.0 0.0 0.0 0.306
C 6.30858 -20.66698 -22.07609 0.3 -0.5 0.7 1.564
C 6.35623 -19.20897 -22.51513 -0.8 0.9 0.4 -1.801
C 7.34901 -23.82668 -22.50702 -0.5 -0.6 -0.5 -1.521
H 4.13509 -20.53989 -22.29168 0.3 0.1 -0.2 0.400
H 4.75513 -24.20017 -22.72688 0.4 -0.1 -0.5 0.403
C 4.97386 -23.13649 -22.91496 -0.7 -1.1 0.9 -1.212
Rb 10.70088 -21.70263 -23.99022 -1.3 0.1 -0.2 0.948
C 6.40568 -22.90429 -23.36102 0.1 0.0 1.5 1.758
C 13.33719 -22.23545 -21.51819 -0.3 0.2 0.6 -0.404
H 12.76050 -23.13964 -21.72480 0.3 -0.2 0.0 0.296
C 7.20786 -20.81286 -20.81639 0.3 0.0 -0.1 -1.641
C 13.28042 -21.85842 -20.03745 -0.9 0.0 -0.4 -0.649
H 14.37714 -22.32062 -21.82998 -0.1 0.0 -0.5 0.248